Record 1
45
Properties=species:S:1:pos:R:3:forces:R:3:lowdin_charge:R:1 method="wB97M-V/def2-TZVPD" spin_multiplicity=4 s_squared=3.8399 lumo_ev="0.5 / 0.5"
C -1.1539 0.1921 1.6406 0.751 0.192 0.923 -0.14
C -0.2283 -0.7828 2.1350 -0.316 1.069 0.343 -0.14
C 1.0513 -0.1344 2.2817 -0.779 1.058 0.485 -0.16
H -0.4662 -1.8092 2.4127 0.233 0.370 -0.360 0.13
C 0.9085 1.2449 1.9079 -1.064 -0.768 0.697 -0.11
C -0.4440 1.4385 1.4735 0.052 -0.219 0.815 -0.14
H -0.8860 2.3867 1.1672 0.206 -0.438 -0.033 0.12
H -2.2120 0.0173 1.4624 0.401 0.074 -0.134 0.12
H 1.9242 -0.5738 2.7480 -0.188 -0.020 -0.397 0.11
H 1.6549 2.0204 2.0552 -0.138 -0.277 -0.463 0.11
C 0.5035 -0.9801 -2.1458 -1.333 0.847 -1.040 -0.16
C -0.8496 -1.1442 -1.7137 1.441 0.575 -0.457 -0.11
C -1.3451 0.1367 -1.3213 0.887 0.904 -0.394 -0.17
H -1.4336 -2.0576 -1.7972 0.249 0.177 0.339 0.11
C -0.2987 1.1201 -1.5305 -0.446 -1.157 -0.991 -0.18
C 0.8571 0.4082 -2.0361 -1.063 -0.374 0.159 -0.14
H 1.7760 0.8589 -2.4163 -0.355 -0.204 0.439 0.11
H 1.1006 -1.7399 -2.6287 -0.028 0.153 0.446 0.10
H -2.3747 0.3461 -1.0303 0.449 -0.011 0.066 0.11
H -0.3997 2.1986 -1.4461 0.071 -0.332 0.163 0.11
Cr 0.4218 -0.1185 0.1853 0.561 -1.558 -0.182 0.67
O 3.0068 0.8966 -0.1051 2.015 0.718 1.006 -0.11
C 3.9732 0.0336 0.4960 0.297 0.935 0.215 -0.12
C 4.2279 1.5013 0.6378 -2.019 -2.004 -0.124 -0.15
H 3.6279 -0.4913 1.3921 0.113 -0.086 -0.451 0.10
H 4.6366 -0.5052 -0.1928 -0.452 -0.002 0.262 0.13
H 3.9962 1.9306 1.6233 -0.110 -0.028 -0.616 0.14
H 5.7823 3.4811 1.4325 0.122 0.004 -0.166 0.11
C 6.0437 3.1503 0.4286 -0.528 -0.719 -0.416 -0.04
C 5.2479 2.1439 -0.1705 1.168 0.676 -0.749 -0.19
C 5.5464 1.6954 -1.4791 0.306 0.612 0.792 -0.02
H 4.9162 0.9393 -1.9415 0.150 0.145 0.031 0.12
C 6.6536 2.2340 -2.1391 -0.078 0.105 -0.010 -0.08
H 6.8968 1.8880 -3.1475 -0.077 0.140 0.342 0.11
C 7.4477 3.2169 -1.5337 -0.189 0.156 0.304 -0.09
H 8.2931 3.6595 -2.0714 -0.322 -0.291 0.200 0.10
C 7.1377 3.6770 -0.2419 0.080 -0.119 -0.505 -0.09
H 7.7425 4.4491 0.2373 -0.141 -0.232 -0.215 0.10
C 2.4351 -3.9569 1.4704 -0.090 0.604 -0.030 -0.05
O 1.8898 -2.6179 1.4627 -0.084 -0.479 0.797 -0.18
C 1.6448 -2.0295 0.2670 -0.166 0.228 -1.854 -0.41
O 2.0291 -2.5954 -0.7471 0.242 -0.194 0.918 -0.02
H 3.4351 -3.9423 1.0344 -0.113 -0.215 -0.041 0.09
H 1.7765 -4.6415 0.9285 0.213 0.104 -0.006 0.09
H 2.4745 -4.2153 2.5279 0.068 -0.120 -0.109 0.08

Record 2
27
Properties=species:S:1:pos:R:3:forces:R:3:lowdin_charge:R:1 method="wB97M-V/def2-TZVPD" spin_multiplicity=2 s_squared=0.7662 lumo_ev="-3.9 / -7.5" charge=+1 de_lowest_kcal_mol=19.4
C 0.7279 -0.1489 1.3806 0.203 0.082 -0.539 -0.19
C 0.8296 -1.6652 1.1813 -0.443 0.163 -0.148 -0.07
C -0.6799 0.3544 1.2726 2.133 0.419 1.381 -0.15
C -1.0106 1.2535 0.2542 -1.176 -0.513 -1.845 0.01
C -1.5551 0.0723 2.3658 -0.931 0.883 -0.989 0.05
C -2.2859 1.7041 0.1432 -1.040 0.064 0.587 0.07
C -2.8417 0.5445 2.2806 1.009 -1.147 0.828 0.05
C -3.1906 1.4091 1.2354 -1.388 0.728 -1.406 -0.21
O -4.4386 1.8737 1.2716 0.614 -0.634 0.344 0.18
H 0.9988 0.1310 2.4107 0.499 -0.108 -0.306 0.14
H 1.4494 0.2552 0.6203 -0.977 0.346 0.862 0.12
H 1.9016 -1.9003 1.1484 -0.547 -0.376 -0.242 0.09
H -0.4052 1.3465 -0.6449 0.443 0.135 0.511 0.14
H -1.2273 -0.4465 3.2544 0.087 -0.405 -0.231 0.14
H -2.7066 2.1709 -0.7581 0.456 0.117 0.522 0.15
H -3.5643 0.1384 2.9709 -0.347 0.669 0.211 0.14
H -4.7764 2.3845 0.5194 0.536 0.028 -0.124 0.16
H 0.2450 -1.9241 0.2811 0.841 -0.113 0.040 0.09
H 0.3356 -2.1977 1.9752 0.054 -0.334 0.519 0.07
C 3.1166 -0.2286 -2.3071 -0.680 -1.607 -1.064 -0.14
C 2.4624 -1.0600 -3.4806 0.260 1.215 0.016 -0.15
H 4.1331 -0.5915 -2.1544 0.082 0.374 -0.102 0.06
H 3.0684 0.8263 -2.5123 0.193 0.402 0.222 0.05
H 2.5829 -0.5256 -1.4062 -0.139 0.519 0.257 0.02
H 3.1924 -1.2703 -4.2789 -0.324 -0.216 0.447 0.07
H 2.0310 -1.9379 -3.0423 0.148 -0.880 -0.119 0.04
H 1.6077 -0.5682 -3.9810 0.434 0.186 0.370 0.06

Record 3
92
Properties=species:S:1:pos:R:3:forces:R:3:lowdin_charge:R:1 method="wB97M-V/def2-TZVPD" spin_multiplicity=5 s_squared=6.0511 lumo_ev="-5.6 / -10.0" charge=+2 de_lowest_kcal_mol=20.8
Pd 0.7470 -0.5088 -0.8951 0.246 0.637 1.307 0.72
Br 4.5104 -6.2769 -0.1387 -0.813 0.510 -0.175 0.98
C 2.9448 -5.2859 -0.4312 1.359 -1.113 0.160 -0.62
C 1.8717 -5.8722 -1.0886 -1.542 -0.314 -0.734 -0.05
C 0.6984 -5.1544 -1.2568 0.669 -1.650 -0.448 0.04
C 0.5958 -3.8404 -0.8095 -0.681 0.015 0.071 -0.08
C 1.6870 -3.2737 -0.1592 1.716 0.257 1.107 -0.01
C 2.8659 -3.9863 0.0366 -0.856 1.702 0.294 -0.07
C -0.7126 -3.1494 -0.9913 -0.410 3.290 -0.746 -0.56
O -1.7588 -3.7480 -0.8931 0.192 -0.962 0.330 0.16
O -0.7047 -1.8538 -1.2985 -0.405 -2.830 -0.096 -0.19
H 1.9508 -6.8874 -1.4544 -0.026 0.027 0.012 0.13
H -0.1552 -5.6087 -1.7440 0.016 -0.013 0.029 0.15
H 1.6262 -2.2825 0.2812 -0.168 -0.036 0.210 0.08
H 3.7032 -3.5466 0.5636 -0.079 0.037 -0.010 0.13
O 0.2091 -0.7083 1.3350 -0.853 0.098 0.317 -0.41
Si -0.7964 -0.1107 2.5122 3.176 -0.236 -2.674 0.43
C -0.1276 1.4939 3.1474 -0.259 0.091 0.117 -0.23
C -0.7615 2.7194 2.8889 0.400 -0.286 0.439 -0.11
C -0.1985 3.8963 3.3588 0.205 0.128 -0.003 -0.08
C 1.0116 3.8669 4.0500 -0.108 0.014 -0.050 -0.07
C 1.6545 2.6585 4.3003 -0.028 0.045 -0.114 -0.08
C 1.0940 1.4730 3.8459 -0.475 0.248 -0.092 -0.09
C -2.5927 -0.1655 2.1021 -0.967 0.005 -0.125 -0.15
C -3.5355 0.5115 2.9354 0.442 -0.461 -0.418 -0.04
C -4.8424 0.6033 2.5326 -0.363 -0.144 -0.431 -0.04
C -5.2484 -0.0356 1.3474 0.222 -0.015 0.066 -0.01
C -4.3421 -0.7630 0.5482 -0.476 0.284 0.260 -0.04
C -3.0325 -0.8654 0.9304 0.309 0.183 0.691 -0.03
C -1.0057 -1.3779 3.8429 -0.197 -0.718 0.486 -0.17
C -1.1101 -0.9922 5.2030 -0.165 -0.296 -0.514 -0.05
C -1.1307 -1.9637 6.1759 0.031 -0.496 0.054 -0.05
C -1.1003 -3.3221 5.8149 -0.004 0.247 0.003 -0.03
C -1.0314 -3.7163 4.4757 0.015 0.069 0.296 -0.06
C -1.0107 -2.7590 3.4868 -0.112 0.633 0.227 -0.05
H -1.6910 2.7532 2.3346 -0.036 -0.037 -0.007 0.09
H -0.7014 4.8407 3.1860 0.067 -0.002 0.002 0.11
H 1.4544 4.7925 4.3968 -0.046 -0.029 0.036 0.11
H 2.5859 2.6410 4.8530 -0.016 0.035 -0.031 0.11
H 1.5964 0.5318 4.0500 -0.063 0.021 -0.035 0.11
H -3.2175 0.9785 3.8601 0.073 -0.032 -0.032 0.12
H -5.5615 1.1466 3.1319 -0.021 -0.020 -0.057 0.12
H -6.2901 0.0116 1.0540 0.016 0.005 0.010 0.12
H -4.6823 -1.2555 -0.3540 -0.049 0.032 0.025 0.12
H -2.3357 -1.4304 0.3177 0.027 0.152 0.219 0.08
H -1.1344 0.0545 5.4843 0.008 -0.011 -0.092 0.11
H -1.1724 -1.6814 7.2198 0.008 -0.059 0.000 0.12
H -1.1463 -4.0773 6.5896 0.015 0.029 -0.004 0.12
H -1.0060 -4.7664 4.2165 -0.026 -0.009 0.053 0.11
H -0.9734 -3.0628 2.4452 -0.011 0.197 0.044 0.10
C -3.7273 2.8292 -0.9493 -0.001 -0.080 -0.058 -0.09
C -2.7959 3.0359 -2.1438 -0.076 -0.001 0.101 -0.25
C -1.9341 1.8339 -2.5266 0.009 -0.249 -0.311 -0.30
S -0.6076 1.4449 -1.3949 -0.069 0.171 2.029 0.90
O -1.0930 1.4851 0.0282 0.118 0.376 -1.513 -0.46
C 0.5527 2.8076 -1.6512 0.059 0.105 -0.019 -0.28
C 1.3483 3.0854 -0.3777 0.116 -0.125 -0.015 -0.24
C 2.3593 1.9882 -0.0444 -0.208 0.123 -0.168 -0.08
H -4.2400 3.7627 -0.7208 -0.025 -0.007 -0.029 0.09
H -3.1899 2.5051 -0.0608 0.005 0.025 -0.017 0.05
H -4.4894 2.0810 -1.1809 0.048 0.007 0.013 0.08
H -2.1767 3.9232 -2.0027 0.041 -0.016 0.034 0.11
H -3.4012 3.2299 -3.0304 0.006 0.107 -0.058 0.12
H -1.4033 1.9902 -3.4717 -0.134 -0.006 -0.034 0.09
H -2.5235 0.9175 -2.6062 0.001 0.009 0.010 0.11
H -0.0276 3.6699 -1.9832 0.030 -0.002 0.102 0.10
H 1.2058 2.4891 -2.4655 -0.039 0.051 -0.081 0.07
H 0.6678 3.2315 0.4594 -0.046 0.002 0.039 0.09
H 1.8770 4.0263 -0.5340 0.000 0.046 0.002 0.13
H 1.8426 1.0200 0.0735 0.109 0.002 0.262 0.01
H 2.8572 2.1699 0.9066 -0.037 0.013 0.010 0.09
H 3.1151 1.8863 -0.8244 0.025 0.020 -0.050 0.07
C 3.8430 -1.2198 -2.2721 0.192 0.006 -0.169 -0.23
P 2.1391 -0.8726 -2.7529 -0.291 0.470 0.391 0.84
C 1.6508 -2.2731 -3.7752 0.033 -0.048 -0.134 -0.21
C 2.1623 0.5434 -3.8616 0.029 -0.021 -0.207 -0.40
C 0.9953 0.8278 -4.5783 0.049 -0.020 -0.057 -0.13
C 0.9574 1.9051 -5.4491 -0.006 -0.017 0.030 -0.06
C 2.0781 2.7164 -5.5987 0.000 0.017 0.023 -0.05
C 3.2327 2.4481 -4.8782 -0.010 -0.025 0.061 -0.05
C 3.2787 1.3615 -4.0094 -0.012 0.066 -0.010 -0.09
H 4.2116 -0.4888 -1.5525 -0.026 0.007 -0.031 0.05
H 4.4911 -1.2296 -3.1504 0.061 -0.054 0.054 0.07
H 3.8566 -2.2043 -1.8041 0.071 0.033 -0.021 0.03
H 2.3111 -2.3118 -4.6422 -0.050 -0.143 -0.041 0.07
H 0.6170 -2.1695 -4.1013 0.013 0.009 0.001 0.06
H 1.7385 -3.1909 -3.1935 0.035 -0.034 -0.068 0.04
H 0.1187 0.1951 -4.4641 0.043 0.018 -0.038 0.11
H 0.0615 2.1088 -6.0233 0.026 -0.009 0.024 0.12
H 2.0505 3.5560 -6.2816 0.001 -0.032 0.017 0.12
H 4.1048 3.0780 -4.9987 -0.024 -0.019 0.016 0.12
H 4.1874 1.1628 -3.4526 -0.022 0.003 -0.065 0.10

Record 4
17
Properties=species:S:1:pos:R:3:forces:R:3:lowdin_charge:R:1 method="wB97M-V/def2-TZVPD" spin_multiplicity=1 lumo_ev=0.7 de_lowest_kcal_mol=169.9
C -0.3245 1.2321 -0.7419 1.079 -1.008 -2.273 -0.15
C -1.0591 -0.1041 -0.8708 -4.402 0.194 -0.026 -0.24
C -0.4000 -0.2303 1.0039 -0.923 -0.588 1.809 -0.30
C 0.3762 0.9989 0.5407 1.268 -2.727 0.742 -0.32
C 1.7449 0.1881 0.2980 -0.585 3.701 -2.150 -0.03
C 1.3499 -0.9552 -0.4724 5.015 0.867 3.758 -0.07
C -0.1268 -1.0816 -0.2472 1.972 -4.527 2.145 -0.33
H -0.9416 2.0233 -0.4146 -1.321 1.068 -1.297 0.10
H 0.4812 1.4117 -1.5216 -1.590 0.279 0.437 0.15
H -1.8691 -0.3491 -1.6349 1.817 0.472 0.330 0.15
H -2.0717 -1.3442 0.4360 -0.285 4.564 0.914 0.16
H 0.0035 -0.6148 2.0161 -1.318 0.372 -1.344 0.16
H 0.2319 1.9411 1.0340 1.185 -0.031 1.413 0.13
H 2.6315 1.1275 0.4087 -1.657 -4.018 -0.483 0.17
H 2.2437 -1.8067 -0.4794 -2.852 2.036 -0.935 0.15
H -0.3512 -2.3241 0.0984 -0.115 3.731 -1.732 0.21
N -1.9187 -0.1126 0.5470 2.714 -4.386 -1.309 0.05

Number 1: electronic energy -2044.7490 Eh. Number 2: electronic energy -465.5529 Eh. Number 3: electronic energy -5543.7788 Eh. Number 4: electronic energy -326.6202 Eh.